ORCA calculation (the ωB97M-V functional and the def2-TZVPD basis) on C6H6O2P as an isolated structure at a distorted geometry.

Calculated values
E   -724.0142 hartree
Energy above the lowest of the compared OMol25 structures with the same formula, charge and spin   90.8 kcal per mole
Charge   -1
Gap between HOMO and LUMO   8.05 eV

Positions of all 15 atoms, in Å:
C -0.03190 0.24176 -1.05063
C 0.50372 0.71589 0.80080
O 1.33569 2.58600 -0.28466
H -1.58575 -1.63474 1.13701
H -0.43966 -1.80511 -1.46927
C -0.78019 -1.00673 -0.80103
C 0.09793 -0.34609 1.45268
H 0.23071 -0.50504 2.51717
H -0.08928 0.55746 -3.30464
O 1.55811 2.46786 1.94312
H -0.03211 -2.36468 0.74361
P 0.48466 1.31806 -2.18638
C -0.60982 -1.43496 0.67964
H -1.84337 -0.84041 -1.01292
C 1.20127 2.05072 0.83551

***

ORCA calculation (the ωB97M-V functional and the def2-TZVPD basis) on C19H35N4Pm as an isolated structure at a distorted geometry.

Calculated values
E   -1571.8062 hartree
<S²>   6.0148
Multiplicity   5
Charge   +2
Gap between HOMO and LUMO (spin up / spin down)   7.81 / 8.00 eV

Positions of all 59 atoms, in Å:
H 2.12363 2.54581 -1.04345
H 0.56382 4.90410 -0.80526
H 0.69465 1.39886 -3.22412
C 0.02059 4.12465 -1.34486
H 0.50748 1.57237 2.96752
H -2.65142 1.16327 5.68212
H -0.42287 2.06366 -1.23090
H -0.24975 -1.97781 2.88327
C 0.99304 -0.99107 -1.73981
H -2.00366 -3.99302 -0.83632
H 1.66496 1.49648 0.28555
N -0.95079 1.46933 4.48615
H -3.17947 -1.51483 -3.01782
H -2.96594 1.85450 4.03939
H -1.01548 1.11193 -3.62846
C 1.48285 2.48561 -0.14550
H 1.87397 3.20635 0.60538
H -0.96742 4.51408 -1.59499
C -1.30414 -1.16312 -2.03131
C 1.36482 -2.93651 -0.07638
C -0.56691 1.37664 3.05536
N -0.41473 -0.93697 4.72358
H -2.77052 -2.56426 -0.09568
H -1.36884 -3.30425 0.68312
H -2.76399 0.21174 -2.80618
H -2.06506 -2.21108 4.47772
H -3.33384 -0.73457 -1.43134
H 0.26305 0.19121 -4.45106
C -2.38646 1.12173 4.61737
H 1.01519 -0.72999 3.20437
H -2.11593 -1.12767 5.92594
N -2.70118 -0.23302 4.10687
C -0.89752 -2.15187 -1.07828
C 2.41932 -0.71524 -2.07164
H 1.52064 -3.88519 -0.62009
H -1.14331 2.11565 2.48036
C -1.86553 -1.20044 4.86057
C 0.51416 -2.02058 -0.88522
C -0.04704 -0.97898 3.29387
C 0.02770 2.81503 -0.54179
H -0.62498 2.91814 0.33509
H 2.59539 0.34610 -2.28787
C -2.71015 -0.78211 -2.34243
H 3.09472 -1.03101 -1.26933
C -0.04466 0.61665 -3.47622
H 0.90766 -3.18741 0.89273
H -2.50048 -1.31916 2.30576
H -2.90116 0.43660 2.11196
Pm -0.75437 0.09305 0.05115
H 2.35629 -2.50388 0.12497
H 2.70554 -1.28451 -2.96871
H 0.53729 3.96540 -2.29852
C -1.80144 -3.04862 -0.29921
C -0.17848 0.43846 5.23759
N -0.82449 0.01370 2.47066
H 0.89254 0.66863 5.13920
H -0.49963 0.46549 6.28829
C -0.12564 -0.44392 -2.43242
C -2.30291 -0.29888 2.67476

***

ORCA calculation (the ωB97M-V functional and the def2-TZVPD basis) on C37H35AsIrO2S2Se3Te as an isolated structure at a distorted geometry.

Calculated values
E   -12189.4796 hartree
<S²>   8.8059
Multiplicity   6
Charge   +2
Gap between HOMO and LUMO (spin up / spin down)   5.24 / 3.81 eV

Positions of all 82 atoms, in Å:
Te 5.02140 -0.18569 1.94364
H 5.20791 3.26431 -5.87214
H -4.67604 -4.74554 0.32423
H 0.15529 -4.64304 0.45210
H -2.65507 1.83611 2.10832
S 2.17225 1.33588 -0.38834
C 0.64229 2.66266 4.35963
C -0.79111 3.84851 -1.56908
H -7.11073 -4.11488 0.76504
C -0.89669 -0.63888 1.15836
Se 4.58820 -1.59389 -1.80689
H 0.77771 -3.66410 1.82095
C -0.28899 0.59913 5.20146
As 2.27570 -3.15081 -0.09079
C -3.86790 3.34495 1.23702
C -4.02937 4.32926 0.23274
C 3.97641 2.47876 -2.13501
C -5.49122 -2.71092 0.34383
H 0.66449 -4.20146 -1.84939
H 4.13868 -4.78327 -0.76711
C -1.82667 3.71730 -0.61438
H -7.03561 -2.72257 1.91769
C 0.40470 1.99454 -0.59904
H -0.78279 4.61627 -2.39092
H -4.93927 4.93407 0.19165
C -0.62125 1.75662 0.32862
C -3.15881 -3.28605 -0.00779
C -2.85903 -1.89904 -0.16006
H 1.13776 3.23166 -2.19851
Se 5.92458 -0.74912 -0.22998
C 4.57849 2.68119 -3.39983
O 2.89406 2.33117 0.48014
H 4.17985 2.00970 -6.70748
C -2.97354 4.52877 -0.67209
H 4.33728 2.98268 -1.25321
C -5.18937 -1.34720 0.10828
C 2.41241 0.94107 -3.17538
H -2.95277 5.32099 -1.42261
H 2.43901 0.91348 -5.33433
H 5.48730 3.29839 -3.48103
C 4.84027 2.19037 -5.84857
C -0.53157 0.68879 1.40615
C 1.06593 -4.32302 1.00814
C 0.32935 1.79897 5.45282
C 3.94172 -4.28619 0.19183
C -6.90929 -3.05682 0.85324
O -1.17839 -0.29094 -1.54877
H 1.11325 3.61243 4.59874
H 1.52181 0.32716 -3.02258
C 0.37829 2.27814 3.08452
C -1.16267 -1.07136 3.53104
H -1.66098 -1.66603 4.30322
C 2.90262 1.62319 -2.04571
H 3.68483 -4.98788 0.96845
C 2.95860 1.23995 -4.43037
H -3.61024 0.11345 -0.32041
C -1.15970 -1.51999 2.20365
C -4.44975 -3.69333 0.23260
H 4.76469 -3.61953 0.44464
H -0.64874 -0.03590 5.99366
C 0.30183 3.02095 -1.52398
C -0.17474 1.02504 2.76730
C 4.13258 2.00892 -4.54851
H 2.35514 -4.77288 -2.10490
H 0.64625 1.99136 6.44356
H -7.62714 -2.41366 0.28703
H 1.61478 -5.18727 1.40038
H -1.32412 -2.60699 2.07914
S -1.15681 -1.38820 -0.50609
H -2.37541 -4.01601 -0.08979
Ir 2.97531 -0.89034 0.04831
H -6.03119 -0.62143 -0.00383
H 1.87470 -3.11846 -2.56453
H 0.57670 2.95085 2.26909
C -1.67829 2.66263 0.37444
C -3.86174 -0.92673 -0.12699
H 5.76643 1.61340 -5.94093
H -4.62934 3.13119 1.95113
C -0.60368 0.18309 3.85919
C -2.73045 2.54124 1.30150
C 1.72425 -3.89621 -1.84740
Se 2.76534 -1.13299 2.57121

***

ORCA calculation (the ωB97M-V functional and the def2-TZVPD basis) on an isolated ion of composition C4H13N3 and charge -1 at a distorted geometry.

Calculated values
E   -324.3893 hartree
<S²>   0.7504
Multiplicity   2
Energy above the lowest of the compared OMol25 structures with the same formula, charge and spin   13.1 kcal per mole
Charge   -1
Gap between HOMO and LUMO (spin up / spin down)   2.54 / 8.97 eV

Positions of all 20 atoms, in Å:
N -0.88040 -1.88942 -1.93480
N 0.45232 0.17175 -0.35621
H 1.03742 -2.36353 -1.20107
H -1.55622 -1.17564 -1.68015
H 0.80155 -1.49765 0.99662
H -1.82533 2.28645 1.12188
H 0.81909 3.10221 1.25829
C 0.02827 -2.17390 -0.81011
H -1.40013 -2.74559 -2.12792
H -0.88431 -1.07632 0.73329
C 0.10238 -1.10446 0.23662
H 0.93292 -0.00556 -1.22665
C 0.20234 2.35651 0.73820
H 1.37305 0.75851 1.42020
H -0.04526 2.81578 -0.22830
H 2.00400 1.57517 -0.04922
N -0.96109 1.96031 1.53559
C 1.11185 1.17992 0.43420
H -1.03027 0.95067 1.50368
H -0.28219 -3.12521 -0.36414

***

ORCA calculation (the ωB97M-V functional and the def2-TZVPD basis) on a 2-piece molecular cluster, CH2N2P2 overall at a distorted geometry.

Calculated values
E   -831.4150 hartree
Energy above the lowest of the compared OMol25 structures with the same formula, charge and spin   69.3 kcal per mole
Gap between HOMO and LUMO (spin up / spin down)   6.53 / 6.50 eV

Positions of all 7 atoms, in Å:
P -0.72752 -1.03240 -1.59991
H 1.30051 1.47780 -2.89766
N -1.49135 -1.06149 2.99943
P 1.19457 1.38257 -1.36801
H 0.11722 -0.23054 1.93593
N 0.26613 0.07819 -1.46598
C -0.65955 -0.61413 2.39620

***

ORCA calculation (the ωB97M-V functional and the def2-TZVPD basis) on a 2-piece molecular cluster, C19H40ClN3O7PS overall at a distorted geometry.

Calculated values
E   -2638.3654 hartree
Charge   +1
Gap between HOMO and LUMO   7.46 eV

Positions of all 72 atoms, in Å:
O -6.55131 -4.15742 -1.59146
H -5.61711 -1.27106 -0.06712
N -2.60205 0.08591 -0.23981
H 3.67413 1.50841 -0.48289
C 6.44892 1.98568 1.71246
H 1.30821 -3.19515 0.42922
H 4.82347 3.50432 1.98197
C 2.57169 1.68133 -0.52585
H -2.68972 -0.65877 -2.22560
H -1.70062 2.06604 -1.99837
P 0.99387 1.48934 1.52011
N 0.37444 -2.79134 0.42809
C 2.86259 -0.08329 2.31166
N 7.52321 2.58151 3.55375
O 0.74608 2.24916 2.79574
H -3.54082 2.69527 -3.84845
O -1.60753 -2.73225 -2.39259
C -1.53692 0.39572 0.80431
H -1.93678 -2.64402 -0.37115
C 7.54539 1.71930 2.49250
H -0.26153 -3.58777 0.48134
C 5.73630 3.04583 2.33003
H 2.87972 -0.42290 3.37249
C 6.42274 3.38982 3.46640
H 0.51347 -1.03209 -0.74971
H -4.63469 1.54905 -3.04558
C 0.13949 -2.08291 -0.85600
H 2.96303 3.45242 -1.83808
H 4.54129 -1.54697 2.03119
C 3.73421 -1.06939 1.44498
C -4.59080 -1.62959 -0.31784
C -3.59331 -0.77251 0.53087
H -5.41871 -3.29657 0.83809
H -0.13467 1.48322 -0.62755
Cl -3.70849 2.47385 0.67136
H -1.10277 -0.02432 -1.81624
H 0.69284 -2.54538 -1.70026
H -3.05514 0.95797 -3.80813
H -0.93150 -0.51814 1.04096
O -4.68417 -5.63511 -0.94532
C 2.34242 2.53230 -1.82821
H 8.20935 2.61570 4.28546
C -1.41986 -2.03752 -1.14119
H -1.99742 0.66094 1.78296
H 2.08777 0.68730 -0.66734
H -3.04467 3.17968 -1.69620
H 3.33818 0.92583 2.32706
C -2.79954 2.11187 -1.89150
H -3.53495 -4.43825 -2.70435
H -1.18787 -3.59166 -2.28360
C -0.52691 1.51725 0.41002
O 2.14620 2.37087 0.65919
H 2.66958 1.93750 -2.71643
C -3.56071 1.76736 -3.24257
H -2.96323 -1.47586 1.12766
S -5.09904 -4.25115 -1.30990
C -1.95290 -0.59867 -1.38933
H 4.13492 -0.54659 0.54885
C -4.60837 -3.16788 0.08325
O -4.32017 -3.86841 -2.70418
H 6.18676 1.47506 0.79880
H -0.94143 2.54003 0.56594
H -3.67642 -3.49621 0.58846
H -4.50856 -1.54546 -1.42017
C -3.38735 1.29099 -0.67889
H 6.22466 4.13772 4.21615
H -4.40542 0.98603 -1.01158
H 3.03627 -1.85839 1.08432
H 8.33585 0.99514 2.38363
H -4.17175 -0.18748 1.26996
H 1.27334 2.78479 -1.99561
O 1.52482 -0.07002 1.75983

***

ORCA calculation (the ωB97M-V functional and the def2-TZVPD basis) on C5H8LiO4Sm as an isolated structure at a distorted geometry.

Calculated values
E   -1161.6812 hartree
<S²>   15.7567
Multiplicity   8
Energy above the lowest of the compared OMol25 structures with the same formula, charge and spin   0.0 kcal per mole
Gap between HOMO and LUMO (spin up / spin down)   4.21 / 7.60 eV

Positions of all 19 atoms, in Å:
H -2.60382 0.53276 -1.20275
H 0.79533 -1.99830 2.56147
H 1.53616 -1.96782 -0.42276
O -0.15583 0.83350 1.18629
C -0.75988 -0.25417 0.84679
Sm 1.54111 1.37391 -0.68462
H -0.01428 -2.50924 1.23754
H 2.62576 -2.39226 0.86848
C 0.63830 -1.66977 1.52155
H -3.88079 -0.58532 0.55971
O -0.87045 -0.38352 -0.54899
C -2.24830 -0.46531 -0.91564
C -2.87436 -0.97543 0.37964
Li 1.84676 0.25106 2.17378
C 1.85910 -1.64668 0.58690
O -1.99877 -0.45146 1.37729
O 2.43876 -0.35171 0.48178
H -2.32512 -1.16476 -1.75441
H -2.87042 -2.07338 0.43323

***

ORCA calculation (the ωB97M-V functional and the def2-TZVPD basis) on a 12-piece molecular cluster, C39H96N5O15 overall at a distorted geometry.

Calculated values
E   -2945.5094 hartree
Charge   +1
Gap between HOMO and LUMO   6.08 eV

Positions of all 155 atoms, in Å:
H -17.61448 13.51669 -0.13005
C -8.38200 25.54685 0.83613
H -6.02699 16.44149 -0.61716
H -10.54838 19.50483 4.27208
H -12.30600 25.26929 -2.36856
H -8.35869 19.99880 -4.48733
C -14.89450 25.35256 -2.78700
N -11.74687 20.79848 2.20022
H -8.27274 25.33575 1.90200
H -13.20224 16.87584 8.14294
H -20.09433 13.46614 0.55595
C -14.10208 16.87390 6.29170
H -19.54082 15.05055 0.06515
H -13.80452 20.91542 6.92341
H -7.20837 18.79703 -3.61870
H -11.37880 21.83116 8.53078
H -19.00249 22.90267 5.00514
O -13.06741 16.54877 7.25158
C -14.47008 15.72772 0.79995
H -14.03075 18.86273 0.87052
H -11.54767 25.44365 4.05363
H -13.01410 18.84744 3.76041
C -13.21106 20.64561 -3.42554
C -15.56531 14.69382 1.18045
O -10.82966 21.55839 2.59887
H -7.11746 15.55822 4.10156
H -9.31613 21.80453 -2.69188
O -5.89175 22.19659 4.03766
H -12.75337 14.64824 1.57023
C -14.12045 15.87390 5.18436
C -6.73414 15.27625 -3.02957
H -8.15171 16.88830 0.60591
H -6.32445 16.18965 -3.46203
H -6.00373 15.21826 1.99644
O -12.77625 15.87220 4.64849
O -11.49368 28.00692 2.51123
C -7.39927 16.28975 3.34225
C -8.80381 19.82036 -3.49781
H -12.27501 25.17391 -0.63754
H -12.30182 21.16055 -3.10692
H -17.94412 20.39468 5.22245
H -7.15155 23.34926 0.14477
C -14.08419 19.14523 1.92229
H -12.83868 17.55045 2.78795
O -17.49752 22.76581 2.78333
H -10.29644 18.88572 0.31121
C -12.95058 20.26431 7.13786
H -14.04999 17.88396 5.88651
H -8.98290 26.45615 0.83620
H -9.51559 19.05591 3.02110
N -11.13059 21.80068 7.55661
C -13.13626 22.94016 2.19157
H -6.22679 14.71098 -0.36476
H -14.33664 20.91646 3.14415
H -9.80264 19.61560 -3.88194
C -8.57670 21.01996 -2.54012
H -11.96325 18.58126 0.17087
H -6.84992 19.88649 4.41951
O -10.17950 24.27137 0.00092
C -7.57272 15.98957 0.83026
H -17.22422 15.72497 0.07576
H -10.95692 17.56201 1.14851
C -17.79887 21.47433 3.26748
H -11.97238 22.44899 -0.12122
C -7.90105 21.43599 5.13343
H -8.22939 15.12841 0.97421
H -14.33930 14.84312 5.46936
C -17.84880 21.39436 4.80333
H -8.29406 14.60407 -1.65581
O -8.90662 20.36687 -1.30924
C -11.16336 18.60633 0.91160
H -8.30351 16.16719 -1.81115
H -12.34657 16.34462 5.36994
H -12.55510 26.97461 0.71536
C -7.53309 15.38418 -1.75644
H -14.52326 26.09946 -3.48893
C -10.54494 18.90756 3.36089
H -7.56161 21.40998 -2.45691
H -7.84315 22.72144 3.35385
H -19.74685 14.74894 1.69713
H -7.27294 23.51333 4.69255
C -14.17774 20.71665 2.08478
H -12.44398 20.65431 -0.30796
C -17.91175 13.85802 0.86499
H -14.68703 19.84101 -2.42405
H -12.16628 23.43565 2.26369
N -8.13350 23.34491 -0.07270
O -7.75791 20.19826 4.45262
C -8.97257 24.34894 0.17329
C -12.93518 21.54312 1.60282
H -14.54758 22.33087 -3.80931
H -13.94350 23.47334 1.69617
H -5.70669 22.61371 3.19212
H -10.40834 22.40498 7.19774
C -17.02095 15.10760 0.94987
H -15.97471 25.42800 -2.69235
H -10.31473 25.03722 3.01541
H -15.62038 20.91982 -5.49838
H -11.84680 25.33182 1.05074
O -19.01713 22.00630 5.35873
H -8.95816 21.61970 5.32916
H -14.39648 16.46723 1.59732
H -12.97800 14.14651 -0.03149
H -12.38884 15.79058 0.45844
H -15.32832 14.32821 2.18254
H -5.87950 16.85646 1.78236
H -10.51540 17.85465 3.63788
H -7.46511 21.39700 6.13514
O -11.73535 21.34737 5.44216
C -11.51961 19.30877 2.25565
C -12.66240 21.63687 0.10611
H -13.54251 21.88872 -5.15906
C -6.77152 15.65552 -0.46698
H -7.06088 17.24946 3.73818
N -12.06423 26.29015 1.26695
H -18.75046 21.34345 2.74171
H -12.86164 20.10268 8.20881
H -17.75805 13.09677 1.62796
H -17.23372 15.66488 1.86843
C -14.15028 25.37612 -1.44031
H -14.98027 18.70376 2.35777
H -15.04445 21.05122 1.51470
H -12.79996 19.86328 -4.07226
H -15.35649 13.79586 0.58949
H -8.49063 22.47183 -0.43754
H -8.48805 16.25540 3.35068
O -13.77249 20.09144 -2.25509
C -7.25657 22.50798 4.25280
H -10.11625 26.35793 4.14529
C -11.47291 26.79348 2.35533
O -14.77852 25.50083 -0.40625
H -17.18175 20.69950 2.79882
N -12.80017 25.18719 -1.49664
C -10.80188 25.93118 3.41784
H -13.57538 21.89238 -0.43513
H -7.44575 15.01732 -3.81693
C -14.13020 21.47112 -4.33865
H -17.97160 22.83429 1.95272
H -5.99572 14.49174 -2.86432
H -14.79355 16.21778 -0.12061
O -8.04632 18.65802 -3.17241
C -19.37910 14.25260 0.79514
H -14.73156 24.37553 -3.24634
C -6.63384 16.10984 2.04172
H -17.03033 22.00851 5.18886
H -13.27742 22.88571 3.27447
H -7.43243 25.90718 0.43786
H -8.49687 19.49937 -1.22580
H -14.91111 16.13920 4.47776
C -13.14061 15.00971 0.61043
C -11.89426 21.18730 6.65130
H -15.03823 16.70921 6.83202
C -12.83361 18.63753 2.70070
H -13.02570 19.45483 6.41986
O -15.11054 20.52921 -4.78302